Entry 1:
Entry from the Open Molecules 2025 dataset: a molecular structure, C36H45N3Zr in a non-equilibrium geometry (ωB97M-V with the def2-TZVPD basis set).

Each line ends with the Mulliken charge.
Positions of all 85 atoms, in Å:
Zr (-0.48404, 0.46556, 0.02822)  -2.024
C (0.42628, -4.77819, -2.40937)  -1.640
C (0.97459, -3.40963, -2.80156)  0.426
C (1.27809, -3.35173, -4.31880)  -1.469
C (0.06629, -2.25528, -2.47333)  0.401
C (-1.29613, -2.39129, -2.21512)  -1.155
C (-2.11670, -1.27656, -1.99517)  -0.432
C (-1.63464, 0.03288, -2.16063)  0.695
C (-2.60626, 1.18254, -2.33153)  -1.404
C (-0.25557, 0.18069, -2.42233)  -1.450
C (0.57853, -0.93945, -2.50898)  0.050
H (1.19812, -5.53128, -2.56607)  0.449
H (-0.42476, -5.06643, -3.03292)  0.442
H (0.12721, -4.83581, -1.35777)  0.334
H (1.91903, -3.23330, -2.27180)  0.358
H (0.35958, -3.46931, -4.89871)  0.417
H (1.94843, -4.17015, -4.57942)  0.442
H (1.75941, -2.41724, -4.61685)  0.396
H (-1.73988, -3.38141, -2.19802)  0.558
H (-3.18070, -1.41836, -1.83545)  0.664
H (-2.16532, 2.16115, -2.14733)  0.128
H (-3.49954, 1.06638, -1.72196)  0.391
H (-2.92411, 1.18868, -3.37832)  0.444
H (0.12820, 1.13648, -2.76175)  1.290
H (1.62483, -0.78943, -2.75164)  0.938
C (4.02145, 0.21751, -1.15865)  -2.027
C (3.29891, 1.45153, -1.65554)  1.864
C (3.84487, 2.15329, -2.72950)  -1.043
C (3.21832, 3.26632, -3.26210)  -1.117
C (1.99167, 3.68485, -2.75502)  -0.982
C (1.41401, 3.01478, -1.69396)  0.385
C (0.08286, 3.48399, -1.17156)  -0.231
C (2.09356, 1.92868, -1.13454)  0.480
N (1.50445, 1.27692, 0.03110)  1.117
C (2.21090, 1.14488, 1.11517)  0.919
C (3.50077, 1.81105, 1.37058)  -2.316
C (1.61663, 0.24233, 2.17415)  1.030
C (2.41094, -0.12517, 3.36696)  -2.130
N (0.43789, -0.19749, 1.89117)  0.662
C (-0.33397, -1.05445, 2.75632)  0.361
C (-0.72296, -2.27097, 2.17674)  0.096
C (-0.30950, -2.59763, 0.77075)  0.014
C (-1.41158, -3.18825, 2.94394)  -0.949
C (-1.72239, -2.88116, 4.26638)  -1.065
C (-1.37161, -1.65351, 4.80594)  -0.732
C (-0.67791, -0.70189, 4.06594)  1.128
C (-0.41521, 0.65265, 4.68587)  -1.947
H (4.28779, -0.41637, -2.00561)  0.583
H (3.44122, -0.39026, -0.46168)  0.356
H (4.96731, 0.47308, -0.67458)  0.463
H (4.78493, 1.81259, -3.14960)  0.580
H (3.67381, 3.80530, -4.08432)  0.493
H (1.48806, 4.53958, -3.19402)  0.558
H (-0.53034, 3.90556, -1.96520)  0.525
H (0.16847, 4.22560, -0.37359)  0.433
H (-0.53215, 2.65788, -0.75765)  -0.512
H (3.67917, 2.62827, 0.67629)  0.356
H (4.32945, 1.09859, 1.27474)  0.420
H (3.53040, 2.17146, 2.40266)  0.651
H (3.44528, -0.32374, 3.07493)  0.595
H (1.99513, -0.99394, 3.87197)  0.393
H (2.44874, 0.70236, 4.08565)  0.448
H (0.70163, -3.00750, 0.71113)  0.521
H (-0.28556, -1.70291, 0.11369)  -0.353
H (-1.00561, -3.28455, 0.29767)  0.701
H (-1.69610, -4.14785, 2.52693)  0.571
H (-2.25330, -3.60336, 4.87452)  0.485
H (-1.64621, -1.41900, 5.82860)  0.573
H (-1.35860, 1.13252, 4.95746)  0.483
H (0.14937, 1.33686, 4.04882)  0.331
H (0.15191, 0.55672, 5.61338)  0.521
N (-1.16193, 2.08393, 1.51966)  -0.069
C (-2.58975, 1.86697, 1.27460)  0.902
C (-3.50166, 2.90657, 1.31695)  -1.034
C (-4.84370, 2.61225, 1.12911)  -0.661
C (-5.26534, 1.29657, 0.89991)  -0.695
C (-4.34926, 0.26276, 0.84567)  -0.946
C (-3.00067, 0.55654, 1.02539)  -0.998
H (-0.95430, 1.86245, 2.49379)  0.100
H (-0.94194, 3.07073, 1.40271)  0.431
H (-3.18136, 3.92469, 1.51306)  0.526
H (-5.57397, 3.41169, 1.18255)  0.503
H (-6.31991, 1.08094, 0.77738)  0.495
H (-4.67871, -0.75739, 0.68972)  0.567
H (-2.31532, -0.29335, 1.10381)  1.932

As for the total charge: +4. Its largest force on an atom is 1.161 eV Å⁻¹. Its total energy is -43774.2091 eV. For the highest occupied orbital energy, the calculation gives -19.90 eV. The calculation puts the HOMO-LUMO gap at 5.68 eV. The energy relative to the best compared isomer or geometry (same formula, charge and spin) is 13.2 kcal per mole.

=====

Entry 2:
Entry from the Open Molecules 2025 dataset: a molecular structure, C36H45N5O5Ti (ωB97M-V with the def2-TZVPD basis set).

Each line ends with the Löwdin spin population.
Positions of all 92 atoms, in Å:
Ti (0.47861, -0.77376, -0.06104)  0.003
C (-1.90344, 0.68831, 6.75248)  -0.005
C (-1.48657, 0.61814, 5.30531)  0.018
C (-1.30833, 1.78390, 4.56692)  0.186
C (-0.88756, 1.77928, 3.20935)  0.029
C (-0.88328, 2.96982, 2.48415)  0.232
N (-0.49675, 3.19060, 1.20949)  0.196
C (-0.95293, 4.38476, 0.51849)  0.013
C (-2.36457, 4.28159, -0.05728)  0.012
C (-2.47091, 3.41819, -1.30995)  0.014
N (-2.59336, 1.97840, -1.07628)  0.171
C (-3.37819, 1.24759, -1.89190)  0.190
C (-3.29576, -0.10527, -2.20211)  0.029
C (-4.18651, -0.68447, -3.15161)  0.226
C (-3.97711, -1.95324, -3.69481)  0.021
C (-4.93369, -2.49650, -4.72637)  -0.005
C (-2.86670, -2.67195, -3.30973)  0.199
C (-1.95902, -2.16933, -2.32136)  0.041
C (-0.82951, -2.94153, -1.96820)  0.031
N (0.16893, -2.63259, -1.19593)  0.050
C (1.09319, -3.71638, -0.89025)  0.003
C (1.03654, -4.10758, 0.59925)  0.002
C (-0.27277, -3.70306, 1.26571)  0.001
N (-0.30182, -2.27520, 1.56692)  0.012
C (-0.66195, -1.96705, 2.75733)  0.007
C (-0.80664, -0.66386, 3.33854)  0.036
C (-1.26076, -0.59441, 4.68785)  0.185
C (-0.54928, 0.50422, 2.60328)  0.023
O (-0.05095, 0.49652, 1.41526)  0.012
C (-2.22405, -0.93553, -1.66902)  -0.008
O (-1.57044, -0.54829, -0.65316)  -0.015
H (-2.61836, 1.49728, 6.91995)  -0.001
H (-2.37129, -0.24542, 7.07110)  0.000
H (-1.04693, 0.86921, 7.40899)  -0.002
H (-1.52746, 2.74308, 5.02831)  0.010
H (-1.24926, 3.85824, 2.99252)  0.013
H (-0.15081, 2.39790, 0.68396)  0.003
H (-0.91851, 5.20821, 1.23842)  0.002
H (-0.26952, 4.64646, -0.29058)  0.001
H (-3.06168, 3.92470, 0.70999)  0.002
H (-2.64238, 5.29300, -0.35719)  0.001
H (-3.36393, 3.71491, -1.86543)  0.001
H (-1.61473, 3.64008, -1.95628)  0.004
H (-1.81057, 1.47100, -0.67455)  0.003
H (-4.14180, 1.82487, -2.40707)  0.009
H (-5.02126, -0.08430, -3.50359)  0.014
H (-5.96321, -2.49139, -4.35775)  -0.002
H (-4.91524, -1.90052, -5.64349)  -0.002
H (-4.67776, -3.52398, -4.99156)  0.001
H (-2.66751, -3.64515, -3.74964)  0.014
H (-0.80477, -3.93969, -2.42540)  0.000
H (0.83867, -4.59000, -1.50600)  0.000
H (2.11002, -3.41802, -1.13771)  0.001
H (1.15947, -5.19172, 0.68771)  0.000
H (1.86126, -3.64090, 1.13953)  0.000
H (-1.11376, -3.93736, 0.60406)  0.001
H (-0.41119, -4.28182, 2.18835)  0.000
H (-0.91016, -2.78805, 3.44488)  -0.001
H (-1.42532, -1.52180, 5.22883)  0.014
C (1.70411, 1.42196, -3.32119)  0.000
C (1.83283, 1.23620, -1.81482)  0.000
C (2.01903, 2.57443, -1.11465)  0.001
O (0.68391, 0.58223, -1.33691)  0.000
H (2.61300, 1.86657, -3.73750)  0.000
H (0.86877, 2.09036, -3.54025)  0.000
H (1.52477, 0.45960, -3.80616)  0.000
H (2.71193, 0.61387, -1.60031)  0.000
H (1.20714, 3.25965, -1.37129)  0.000
H (2.95271, 3.04623, -1.43522)  0.000
H (2.06375, 2.42739, -0.03333)  0.000
O (-1.29510, 6.67998, -1.85591)  0.000
C (-0.35513, 6.26994, -2.57068)  0.000
O (0.08748, 5.10957, -2.70941)  0.001
H (0.16890, 7.06044, -3.18146)  0.000
C (2.99173, -1.25915, 2.90370)  0.000
C (3.89875, -1.68548, 1.78651)  0.000
C (5.17752, -2.15677, 2.02991)  0.000
C (6.01976, -2.53789, 0.98972)  0.000
C (5.56230, -2.42124, -0.31411)  0.000
C (4.28992, -1.94258, -0.60501)  0.000
C (3.86543, -1.78247, -2.04305)  0.000
C (3.41764, -1.58087, 0.45331)  0.000
N (2.15163, -1.14819, 0.23279)  0.002
H (3.50208, -1.31601, 3.86760)  0.000
H (2.09494, -1.88025, 2.94027)  0.000
H (2.63254, -0.23973, 2.74464)  0.000
H (5.52223, -2.22578, 3.05778)  0.000
H (7.01637, -2.91111, 1.19466)  0.000
H (6.21171, -2.70230, -1.13906)  0.000
H (4.35593, -0.91821, -2.50003)  0.000
H (2.79144, -1.61714, -2.11910)  0.000
H (4.13352, -2.66334, -2.63317)  0.000

As for the total charge: -2. Its largest force on an atom is 0.170 eV Å⁻¹. Its total energy is -78870.8681 eV. The spin multiplicity is 3. For the highest occupied orbital energy (spin up / spin down), the calculation gives -0.49 / -2.43 eV. The expectation value of S² is 2.086. The calculation puts the HOMO-LUMO gap (spin up / spin down) at 4.79 / 6.73 eV. The energy relative to the best compared isomer or geometry (same formula, charge and spin) is 0.0 kcal per mole.

=====

Entry 3:
Entry from the Open Molecules 2025 dataset: 9 unconnected molecules or ions with the total composition C36H45N9 in a non-equilibrium geometry (ωB97M-V with the def2-TZVPD basis set).

Each line ends with the Mulliken charge.
Positions of all 90 atoms, in Å:
C (1.80332, 3.90859, 0.23660)  -0.574
C (0.87932, 3.97659, 1.34260)  -0.493
C (0.91632, 2.59959, 1.89960)  -0.330
N (1.83332, 1.80759, 1.20760)  0.034
C (2.47032, 2.59259, 0.20060)  -0.376
H (2.01832, 4.72459, -0.63640)  0.222
H (0.08432, 4.54359, 1.84860)  0.426
H (0.41732, 2.14359, 2.72260)  0.573
H (2.06632, 0.84859, 1.48560)  0.241
H (3.16232, 1.96759, -0.49640)  0.338
C (-2.35768, -2.24541, 3.00360)  -0.731
C (-2.12568, -2.61341, 1.54560)  -0.529
C (-3.58468, -2.54441, 1.01160)  -0.615
N (-4.39068, -2.01941, 2.01860)  -0.265
C (-3.70568, -1.74041, 3.20360)  -0.381
H (-1.59068, -2.31841, 3.61160)  0.769
H (-1.25768, -2.89441, 1.14060)  0.973
H (-3.90868, -2.83841, -0.10340)  0.289
H (-5.42468, -1.88941, 2.05460)  0.236
H (-4.48668, -1.26241, 3.82960)  0.391
C (1.77032, -2.15141, 1.16860)  -0.854
C (0.59632, -1.29141, 1.09160)  -0.536
C (0.76332, -0.51741, -0.28740)  -0.312
N (1.85132, -1.12541, -0.90040)  0.747
C (2.52532, -1.99741, -0.09140)  -0.253
H (1.89132, -2.85041, 1.94960)  0.554
H (-0.36468, -1.12741, 1.65460)  0.104
H (0.17732, 0.19159, -0.78640)  0.171
H (2.21632, -0.90341, -1.87140)  0.059
H (3.21832, -2.57341, -0.77540)  0.276
C (-0.32368, -0.25941, -4.61240)  -1.945
C (-0.68068, 0.11759, -3.21840)  -0.390
C (0.03432, 1.48259, -2.95540)  -0.185
N (0.65732, 1.83259, -4.22040)  0.020
C (0.42532, 0.89059, -5.23540)  -0.599
H (-0.60968, -1.17041, -5.10140)  0.452
H (-1.39368, -0.34241, -2.64540)  1.630
H (-0.05868, 2.23359, -2.15440)  0.459
H (1.19332, 2.54359, -4.55940)  0.147
H (0.79932, 1.02259, -6.15340)  0.546
C (-4.25668, 2.86059, 0.84460)  -0.694
C (-2.86268, 2.68259, 0.32460)  0.015
C (-2.69068, 1.22659, 0.62060)  0.347
N (-3.82368, 0.63459, 1.20160)  0.020
C (-4.81468, 1.62959, 1.37060)  -0.728
H (-4.89168, 3.80959, 0.91260)  0.269
H (-2.13968, 3.30059, -0.13340)  0.614
H (-1.67468, 0.64259, 0.41360)  -0.589
H (-3.68568, -0.44641, 1.47460)  -0.004
H (-5.71968, 1.35259, 1.68060)  0.788
C (-5.13368, -0.28241, -3.52240)  -1.088
C (-3.79368, 0.36759, -3.74840)  -0.687
C (-3.42568, 0.88959, -2.36140)  -0.113
N (-4.49768, 0.57559, -1.56440)  0.199
C (-5.65168, 0.08959, -2.15940)  -0.338
H (-5.57068, -0.71341, -4.28240)  0.572
H (-3.12568, 0.62659, -4.51240)  0.616
H (-2.33468, 1.23259, -2.02340)  0.331
H (-4.70968, 0.91759, -0.52140)  0.171
H (-6.71768, 0.12759, -1.72140)  0.291
C (6.14932, -4.95441, 0.91160)  -0.625
C (5.07532, -4.15141, 1.43760)  -0.634
C (5.79532, -2.98941, 1.98260)  -0.306
N (7.11332, -3.13541, 1.97260)  -0.068
C (7.52332, -4.35041, 1.32860)  -0.444
H (6.23532, -5.81041, 0.21360)  0.298
H (4.11332, -4.33441, 1.39060)  0.768
H (5.53132, -1.92241, 2.27960)  0.304
H (7.77232, -2.41741, 2.43660)  0.269
H (8.53532, -4.63941, 1.31660)  0.435
C (4.82132, -0.39541, -3.15440)  -0.871
C (4.38532, -1.83241, -3.20540)  -0.595
C (2.92732, -1.89141, -3.70840)  -0.611
N (2.57332, -0.52941, -3.76340)  -0.493
C (3.54132, 0.39659, -3.42240)  -0.277
H (5.73232, -0.03241, -2.79940)  0.452
H (4.96032, -2.63541, -2.95040)  0.642
H (2.29832, -2.84341, -3.82240)  0.282
H (1.63432, -0.29841, -3.93040)  0.662
H (3.29232, 1.43859, -3.39840)  0.460
C (-0.95968, 1.95759, 5.61360)  -0.651
C (-1.33068, 3.43459, 5.27560)  -0.624
C (-2.05868, 3.51659, 4.00360)  -0.377
N (-2.27768, 2.19959, 3.57660)  0.018
C (-1.58368, 1.30459, 4.46260)  -0.801
H (-0.32268, 1.79259, 6.40660)  0.477
H (-0.99668, 4.34059, 5.88160)  0.267
H (-2.35968, 4.24859, 3.32660)  0.552
H (-2.66168, 1.95859, 2.56960)  0.729
H (-1.44568, 0.29959, 4.05260)  0.479

As for the total charge: 0. Its structure (SMILES) is c1cc[nH]c1.c1cc[nH]c1.c1cc[nH]c1.c1cc[nH]c1.c1cc[nH]c1.c1cc[nH]c1.c1cc[nH]c1.c1cc[nH]c1.c1cc[nH]c1. Its largest force on an atom is 11.521 eV Å⁻¹. Its total energy is -51454.2984 eV. For the highest occupied orbital energy, the calculation gives -7.56 eV. The calculation puts the HOMO-LUMO gap at 7.91 eV. The energy relative to the best compared isomer or geometry (same formula, charge and spin) is 392.8 kcal per mole.